(1)
C23H22BrCl3FIN3O3RhSi as an isolated structure, computed with the ωB97M-V functional and the def2-TZVPD basis.

Multiplicity: 5
LUMO energy (spin up / spin down) in eV: -5.8 / -7.5
Charge: +2
Energy in eV: -164120.1305
Orbital gap (spin up / spin down) in eV: 7.0 / 5.3

```
59
Properties=species:S:1:pos:R:3:forces:R:3:lowdin_charge:R:1
I -6.336739 0.707034 -0.322774 0.050 0.071 -0.039 1.1867
Rh -3.829417 -0.686766 0.451849 0.210 0.919 0.294 0.5231
Br -8.484567 -1.658861 -1.819760 -0.019 0.036 -0.006 0.7298
Cl -4.354037 -1.028959 2.549841 -0.128 -0.205 0.188 0.0852
Cl -5.283318 -3.676908 -1.727440 0.004 -0.016 0.040 0.3109
Cl -2.051948 -3.340531 -1.747205 0.078 -0.017 -0.025 0.3045
Si -3.768967 -2.581899 -1.019232 -0.135 -0.285 -0.219 -0.1427
F 2.633810 -3.130590 0.235809 -0.037 0.024 0.024 0.0800
O -1.617895 -0.726406 0.516701 -0.037 -0.255 -0.328 -0.1527
O -2.725896 3.229807 -0.360263 -0.079 0.159 -0.036 0.1286
O -3.502054 1.158079 -0.283079 0.089 0.058 -0.107 -0.3468
N 1.183202 2.185691 -0.162447 0.024 0.039 -0.002 0.0553
N 6.971939 -1.304686 -1.394875 -0.015 -0.019 0.107 0.0647
N 4.690277 -1.200541 -0.234992 -0.015 0.051 -0.005 -0.0849
C -0.130962 2.445513 -0.206730 0.072 0.087 0.067 0.0634
C -8.981533 -0.828830 -0.200006 0.008 -0.005 0.052 -0.7345
C -9.780704 0.330848 2.202904 0.028 0.028 0.029 -0.0613
C 3.362182 3.504126 0.528506 -0.002 0.033 0.049 -0.0693
C 0.612404 -0.138195 0.115591 -0.031 0.007 0.035 -0.0448
C -0.806145 0.185080 0.199264 0.054 -0.072 0.240 -0.2747
C 3.283020 3.555071 -0.980634 0.019 -0.017 -0.090 -0.0696
C 2.927822 0.448466 -0.194072 0.030 0.148 0.041 0.0605
C -10.604981 -0.571702 1.549568 -0.033 -0.050 -0.028 -0.0506
C 1.591034 0.848895 -0.070739 0.014 0.132 -0.015 -0.0809
C 1.004114 -1.475257 0.210014 -0.141 -0.079 0.045 0.0896
C 5.679529 -0.430803 0.512529 -0.051 -0.120 -0.006 -0.1153
C -8.550177 0.659959 1.657938 -0.092 -0.017 0.021 -0.1501
C 6.612193 -2.612758 -0.750266 -0.076 0.004 -0.022 -0.0685
C 5.113368 -2.591533 -0.418909 0.027 0.100 -0.011 -0.1235
C 2.313029 -1.828584 0.114071 0.047 -0.099 0.038 -0.1814
C 3.322101 -0.874309 -0.090931 0.149 -0.004 -0.076 -0.1215
C 2.043683 3.379245 -0.161974 0.026 -0.106 -0.081 -0.2070
C -8.163068 0.083554 0.455540 0.158 -0.128 -0.075 -0.7038
C -2.524998 2.052505 -0.226550 -0.081 -0.170 0.015 -0.5401
C -1.137096 1.527806 -0.066374 -0.055 -0.091 -0.122 -0.0270
C 6.899279 -0.187530 -0.383519 0.000 0.003 0.045 -0.0634
C -10.208435 -1.153463 0.353571 -0.103 -0.031 0.067 -0.1154
H 5.972797 -0.959660 1.425365 0.017 -0.027 0.020 0.1421
H 3.790870 2.648582 1.023884 0.016 -0.113 -0.040 0.0867
H 1.417693 4.253776 -0.088081 -0.066 -0.026 -0.015 0.1488
H 5.274767 0.526141 0.822287 -0.033 0.022 0.023 0.1197
H -7.898969 1.365053 2.157882 -0.022 -0.021 -0.021 0.0979
H -10.090617 0.781804 3.135665 -0.004 -0.008 -0.010 0.1166
H 7.897170 -1.339447 -1.822607 0.020 -0.022 0.004 0.1900
H 6.849376 -3.425008 -1.431251 0.044 0.008 -0.047 0.1429
H 3.688464 1.176662 -0.406462 0.027 0.034 -0.010 0.0835
H 3.409224 4.512394 -1.466652 -0.019 -0.004 0.022 0.1140
H 7.239194 -2.709210 0.132789 0.021 0.042 0.023 0.1404
H 4.953052 -3.216526 0.461112 0.025 -0.007 0.037 0.1368
H -11.566206 -0.832642 1.972358 0.015 0.005 -0.017 0.1188
H 7.823552 -0.197748 0.190197 0.042 -0.020 -0.043 0.1416
H -0.425132 3.478956 -0.342595 0.033 -0.014 0.014 0.1552
H 0.254428 -2.236015 0.382368 0.012 0.017 -0.014 0.1331
H 6.835916 0.748581 -0.933163 -0.024 -0.013 -0.061 0.1376
H -10.848351 -1.863518 -0.151672 -0.007 0.018 0.006 0.1089
H 6.294521 -1.118743 -2.135958 -0.004 0.033 -0.025 0.1855
H 3.646075 2.726902 -1.573684 -0.012 0.007 0.081 0.0944
H 3.533726 4.430342 1.059255 -0.021 -0.011 -0.020 0.1157
H 4.548423 -3.023217 -1.241965 -0.019 -0.016 -0.010 0.1374
```
Forces are in eV/Å.


(2)
One molecule with the formula C3H4N2OS, computed with the ωB97M-V functional and the def2-TZVPD basis.

Multiplicity: 1
LUMO energy in eV: -0.7
Energy in eV: -19038.1472
Orbital gap in eV: 8.3
SMILES: O=CN/C=N/C=S

```
11
Properties=species:S:1:pos:R:3:forces:R:3:lowdin_charge:R:1
S 3.190118 -0.372741 -0.472101 -0.393 0.402 0.224 0.6269
O -3.215952 0.017283 -0.480113 0.592 0.193 -0.012 0.0615
N 0.756142 0.642579 0.064626 -0.397 -0.711 0.274 -0.0105
N -1.143575 -0.691480 0.101658 0.300 0.646 -0.198 0.0902
C -2.038470 0.261863 -0.371321 -0.565 -0.343 0.140 -0.2882
C 2.124232 0.729284 0.104705 0.569 -0.181 -0.178 -0.7263
C 0.200319 -0.502111 0.261575 0.059 0.723 -0.349 -0.1957
H -1.547369 -1.574719 0.309906 -0.197 -0.712 0.210 0.1402
H -1.554228 1.207343 -0.599578 -0.012 0.293 -0.131 0.1301
H 2.484964 1.678438 0.523539 -0.149 -0.317 -0.104 0.0532
H 0.743820 -1.395743 0.557109 0.192 0.006 0.124 0.1186
```
Forces are in eV/Å.


(3)
H48O30SV as an isolated structure in a non-equilibrium geometry, computed with the ωB97M-V functional and the def2-TZVPD basis.

Multiplicity: 1
LUMO energy in eV: 1.4
Charge: -1
Energy in eV: -98734.7328
Orbital gap in eV: 7.8

```
80
Properties=species:S:1:pos:R:3:forces:R:3:lowdin_charge:R:1
V 0.703783 -0.485829 -0.453886 0.977 1.262 -1.901 0.9261
S 2.898883 1.981341 -0.483216 5.571 4.208 -2.008 0.2679
O 1.380813 1.904381 2.711394 0.198 -0.172 1.153 -0.0519
O -3.240427 -0.438499 -4.614626 0.091 -0.275 -0.330 -0.0357
O -5.218827 3.085091 -1.575306 -0.322 -0.142 0.320 -0.0444
O 0.542573 5.151511 -2.488056 -0.298 0.757 0.206 -0.0553
O 4.711303 -1.381219 1.302014 0.147 -0.301 0.172 -0.0279
O -0.478457 0.469641 -0.923126 0.483 -0.973 0.494 -0.2864
O 3.821923 2.556021 0.479204 -0.180 -0.518 0.647 -0.3167
O -0.029697 -4.251289 1.418264 -0.032 -0.879 -0.831 -0.0426
O 0.048513 -2.414499 -1.591406 0.576 1.057 -0.023 -0.0283
O 2.119983 3.076731 -1.090746 -1.127 0.119 -0.675 -0.3622
O -1.355397 2.185381 2.041954 -0.449 -0.601 0.387 -0.0372
O 3.435663 -2.638329 -2.893916 -0.120 -0.175 -0.126 -0.0250
O -2.314797 -1.275319 2.801344 0.376 -0.502 0.042 -0.0351
O -1.584737 -4.651029 -0.748166 -0.025 -0.014 -1.293 -0.0637
O -1.662427 1.860691 -5.623496 0.406 0.116 -0.686 -0.0664
O -3.449707 -3.470579 1.212644 -0.425 -0.513 -0.462 -0.0477
O -1.079287 -3.748029 5.628494 -0.506 -0.278 0.606 -0.0672
O 1.970153 1.121881 0.193034 -3.574 -4.736 1.491 -0.3880
O -2.368327 4.071311 -0.438416 -0.640 0.068 0.046 -0.0321
O 3.689633 1.273461 -1.524656 -1.180 -0.415 0.123 -0.3368
O 0.325313 -2.617009 3.505634 0.178 -0.448 0.325 -0.0412
O 0.312023 -1.118539 0.902754 -0.730 -0.179 1.248 -0.2730
O 1.843703 -0.094939 -2.665456 -2.171 -1.139 -0.459 -0.0648
O -2.392367 2.401441 -2.731166 -1.590 -0.169 -0.316 -0.0688
O 3.767573 -3.112519 3.730794 0.143 -0.548 0.330 -0.0556
O 0.346363 4.063891 0.654124 -1.403 0.533 0.916 -0.0399
O 2.635633 -1.791129 -0.398546 -0.503 0.092 -0.088 -0.0580
O 0.233303 2.359081 -3.059926 -0.353 0.218 -0.931 -0.0545
O -3.904837 0.770111 1.381044 -0.242 -0.069 0.345 -0.0458
O 2.598873 -0.488319 3.396754 0.555 -1.079 0.163 -0.0492
H 1.174513 -2.175339 3.502614 0.642 0.166 -0.007 0.0339
H 0.046363 -5.179039 1.641264 0.031 -0.280 0.033 0.0549
H -4.627257 0.829471 0.755894 -0.193 0.002 -0.224 0.0389
H 1.589553 1.717621 1.796084 0.263 -0.060 -0.525 -0.0249
H 0.679863 5.040811 -3.428866 -0.058 -0.194 -0.141 0.0326
H -0.261597 -2.011759 3.052384 -0.681 0.452 -0.225 0.0181
H -2.461827 -4.537829 -0.381906 -0.341 0.170 0.359 0.0135
H -4.379987 3.222801 -2.015326 0.257 -0.153 -0.374 -0.0033
H 5.569653 -1.302499 1.718264 0.257 -0.061 0.030 0.0691
H 3.213593 -2.702189 -3.822806 -0.077 -0.190 -0.285 0.0589
H -0.692577 -2.955159 -1.318066 -0.725 -0.574 0.494 0.0308
H 4.391653 -2.592629 -2.878306 0.357 0.146 0.065 0.0684
H 3.635173 -2.180289 3.558594 -0.318 0.446 -0.069 -0.0274
H -5.559837 3.967151 -1.427296 -0.101 0.197 -0.002 0.0298
H 2.529313 0.483871 -2.332076 1.817 1.186 0.684 -0.0379
H -1.435687 2.370241 -2.735816 0.954 -0.070 0.099 -0.0354
H -0.948617 2.697881 1.343314 0.417 0.480 -0.649 0.0023
H 3.370593 0.041061 3.195664 -0.045 0.413 0.066 0.0441
H -3.196907 1.272871 0.978174 0.531 0.185 -0.232 0.0100
H 0.451563 2.133911 2.703604 -0.426 0.078 0.093 -0.0002
H -0.411517 -3.419319 5.026604 0.363 0.458 -0.559 -0.0212
H -0.994047 -4.465329 -0.018206 0.341 0.168 0.879 -0.0318
H -3.047567 -2.602179 1.192694 0.320 0.477 0.248 0.0185
H 0.225523 -3.790629 2.217564 0.190 0.873 0.734 -0.0053
H -1.128037 -4.685979 5.443814 -0.024 -0.179 0.010 0.0187
H 1.048723 4.445031 -2.086896 0.474 -0.339 0.089 -0.0270
H -1.561877 4.447361 -0.085616 0.734 -0.131 -0.085 0.0141
H -2.609597 2.996231 -2.013336 0.519 0.159 0.379 -0.0301
H -4.194357 -0.487479 -4.552546 -0.213 0.154 -0.006 0.0448
H -1.430057 2.225101 -4.769416 -0.123 0.214 0.309 -0.0161
H 0.410423 -2.869979 -2.351526 0.262 0.148 -0.132 0.0765
H 4.134273 -3.457249 2.916594 0.017 -0.014 -0.205 0.0189
H -2.927157 -0.796959 -3.784206 0.194 0.089 0.328 0.0436
H -3.112027 -1.317289 3.329444 -0.142 0.082 0.197 0.0537
H -2.291097 -0.376299 2.473564 -0.034 0.433 -0.310 0.0168
H 2.306533 -0.716349 -3.227476 0.106 -0.236 0.183 0.0390
H 4.309103 -0.520219 1.416694 -0.198 0.588 -0.254 0.0405
H 0.602413 1.551671 -3.417826 0.159 -0.427 0.014 0.0419
H -2.075267 1.020971 -5.421846 -0.357 -0.234 0.239 -0.0191
H 1.885073 0.145421 3.468104 -0.482 0.938 -0.259 0.0230
H 3.227803 -1.869459 0.349404 0.153 0.134 0.498 0.0238
H 0.358833 4.986861 0.400714 0.291 0.290 -0.035 0.0565
H -2.066317 2.739821 2.363544 -0.145 0.139 0.201 0.0538
H -3.621637 -3.634189 2.139954 0.103 -0.029 0.165 0.0376
H 0.662363 2.463271 -2.210646 0.563 0.088 0.596 -0.0010
H -3.032897 4.265551 0.222534 -0.318 -0.009 0.080 0.0460
H 0.964173 3.642601 0.056594 1.050 -0.534 -0.859 -0.0140
H 2.973933 -2.416869 -1.039046 -0.199 0.056 -0.521 0.0290
```
Forces are in eV/Å.


(4)
A 2-piece molecular cluster, C2H4N2S overall in a non-equilibrium geometry, computed with the ωB97M-V functional and the def2-TZVPD basis.

Multiplicity: 1
LUMO energy in eV: -0.3
Energy in eV: -15950.6053
Orbital gap in eV: 8.6
SMILES: C#[N+][S-].C=N

```
9
Properties=species:S:1:pos:R:3:forces:R:3:lowdin_charge:R:1
S -0.848897 0.638799 -1.601199 0.648 1.490 -1.754 0.7063
N -1.632253 -0.243135 -0.634830 -1.264 -2.180 2.738 -0.7007
N 1.081120 0.905734 1.002682 2.587 2.054 1.505 0.0260
C -2.096610 -0.920529 0.226815 0.903 1.534 -1.759 0.0573
C 1.841928 0.394738 0.152128 -3.456 -1.798 -0.191 -0.1710
H 0.102318 0.826570 1.007275 -1.292 -0.891 -0.674 -0.0264
H -2.712704 -1.768372 0.241786 -0.683 -0.836 0.467 0.0587
H 2.870862 0.493234 0.140746 2.077 0.568 0.285 0.0337
H 1.394237 -0.327038 -0.535404 0.481 0.058 -0.618 0.0160
```
Forces are in eV/Å.


Which of these has the highest energy?
C2H4N2S


Among the records above, which one has the highest energy?
C2H4N2S